{
  "formula": "C22H36N2O2PdSi2",
  "method": "wB97M-V/def2-TZVPD",
  "total_energy_ha": -1826.8007,
  "orbital_gap_ev": 4.804,
  "e_above_lowest_kcal_mol": 0.0,
  "charge": -2,
  "e_lumo_ev": 4.97,
  "homo_energy_ha": 0.006,
  "species": ["H", "H", "H", "C", "C", "C", "C", "C", "H", "C", "Pd", "H", "H", "C", "H", "C", "H", "H", "H", "H", "H", "H", "H", "H", "H", "H", "H", "N", "C", "H", "H", "H", "H", "H", "N", "C", "C", "C", "C", "H", "H", "C", "H", "O", "C", "H", "C", "C", "H", "H", "H", "H", "O", "H", "H", "H", "H", "C", "C", "H", "C", "C", "C", "Si", "Si"],
  "positions_angstrom": [[-0.8937, -0.0933, -4.2899], [0.0577, -1.3372, -2.3180], [-0.3776, 2.0692, -3.3828], [-3.5301, -0.7901, 1.9936], [-2.8940, 1.4280, 0.1243], [4.6516, -0.7009, -1.1259], [0.0271, 4.1277, 3.5608], [3.4946, -0.3908, -0.4214], [-4.4530, -0.8999, 1.4111], [0.1453, 1.2811, -2.8345], [0.6002, -0.0714, 0.3196], [-0.6125, -2.5355, 5.1062], [-0.8456, 4.6581, 1.6783], [-0.6814, 0.2015, 2.0859], [-3.7255, -0.1179, 2.8356], [-0.2990, -2.8955, 2.0982], [0.3069, -2.9170, 1.1904], [0.2164, 5.1485, 3.8673], [-2.0361, -1.6925, 4.4690], [-1.8062, -0.9255, -1.4461], [1.0936, 1.6600, -2.4494], [1.3887, -0.3150, -5.5120], [-3.8141, 1.1149, -0.3847], [5.6214, -0.6051, -0.6432], [-0.4357, 0.9538, -1.9695], [2.3851, -1.2296, 2.5602], [-3.1918, -1.7004, -0.6565], [-0.8036, 2.6284, 1.8626], [1.2482, 0.5329, -4.8371], [5.4645, -1.4115, -3.0001], [-3.2795, -1.7717, 2.4078], [0.9233, -1.8482, -3.7858], [2.0433, -2.1258, 4.0603], [0.7583, 3.1622, 5.3534], [0.3568, 0.1446, -3.7468], [-2.2814, 0.5720, -5.6516], [0.3295, 3.0262, 4.3643], [4.5726, -1.1466, -2.4411], [1.7928, -1.2313, 3.4776], [-0.0073, -3.7245, 2.7539], [0.2858, 0.9176, 4.5477], [-0.4714, 1.5282, 2.5993], [-1.5353, -2.2576, -0.3254], [-1.9074, -0.2940, -4.7644], [-0.5562, 3.8368, 2.3360], [3.6069, -0.0555, 0.6057], [0.0720, 1.7595, 3.9058], [2.1862, -0.4915, -0.9537], [-1.3424, -3.0452, 1.8123], [2.0737, -0.3513, 4.0591], [0.7858, 1.3448, -5.3954], [-0.8316, -0.8053, 5.4004], [-1.7399, 1.6166, -5.9603], [-3.2934, 0.3387, -6.0363], [3.2283, -1.6198, -4.0383], [-2.2222, 1.8888, -0.6019], [-3.1309, 2.1816, 0.8742], [0.8395, -1.0648, -3.0232], [-0.9638, -1.5984, 4.6593], [2.2232, 0.8485, -4.4565], [-2.1506, -1.3792, -0.5141], [3.3150, -1.2533, -3.0165], [2.1575, -0.9203, -2.3033], [-0.0433, -1.2570, 3.0063], [-2.0955, -0.0997, 0.8992]]
}


{
  "formula": "C5H13IN",
  "method": "wB97M-V/def2-TZVPD",
  "total_energy_ha": -550.4161,
  "orbital_gap_ev": 10.115,
  "e_above_lowest_kcal_mol": 56.2,
  "charge": 1,
  "e_lumo_ev": -3.58,
  "homo_energy_ha": -0.503,
  "species": ["C", "C", "H", "H", "H", "N", "H", "C", "H", "H", "C", "H", "H", "H", "C", "H", "H", "I", "H", "H"],
  "positions_angstrom": [[-0.4709, -2.4678, -0.3507], [2.3406, 1.4403, 0.6644], [2.4018, 2.3210, 1.4093], [2.6473, 0.4912, 1.1706], [-0.8782, 0.7383, 0.6617], [0.0505, 0.3347, 0.8058], [3.0756, 1.7894, -0.0257], [1.6974, -2.9987, -1.3788], [0.0269, -0.7340, 0.8038], [2.5436, -2.7491, -0.7804], [0.6806, -3.0851, -0.3184], [-1.2197, -2.3980, 0.3996], [-0.9958, -1.9958, -1.1481], [1.8486, -3.9964, -1.9292], [1.0563, 1.2177, 0.0237], [1.0445, 0.5788, -1.0296], [0.1037, 0.7713, 1.7041], [0.1615, 2.9920, -0.6947], [1.1019, -3.6013, 0.5633], [1.4207, -2.3055, -2.1184]]
}


{
  "formula": "C21H23AsN2O11PS6Ta",
  "method": "wB97M-V/def2-TZVPD",
  "total_energy_ha": -6774.7626,
  "orbital_gap_ev": 6.242,
  "charge": -2,
  "e_lumo_ev": 3.58,
  "homo_energy_ha": -0.098,
  "species": ["H", "C", "O", "C", "H", "C", "H", "O", "C", "O", "O", "O", "H", "O", "C", "C", "H", "H", "C", "H", "H", "S", "O", "H", "O", "S", "C", "C", "O", "H", "C", "H", "H", "O", "H", "S", "H", "C", "H", "C", "C", "Ta", "C", "H", "N", "As", "S", "H", "C", "C", "S", "H", "H", "C", "O", "H", "S", "H", "C", "C", "C", "C", "H", "P", "N", "H"],
  "positions_angstrom": [[-4.2858, 0.6902, -2.0139], [0.1262, 1.3886, -0.7706], [0.5190, 1.0833, 0.4245], [2.1325, 1.9850, 2.3551], [-4.0291, -5.6437, 0.6128], [-3.3282, -3.1004, 2.8575], [-2.4183, -2.6328, 3.2246], [1.1076, -1.2763, -0.7555], [-0.9737, 3.0391, -2.1713], [2.9134, 0.4751, -0.0398], [4.9520, 6.0590, 1.8073], [3.8439, 0.7054, -2.4757], [-0.9947, 2.6501, -4.3009], [-2.2223, -3.7913, 0.7253], [3.6986, 3.6550, 1.5060], [-0.6866, 2.2962, -3.3261], [-5.2822, -0.5697, 1.3717], [2.2090, -0.7994, -3.5813], [-4.4221, -0.8833, -0.5801], [0.2022, 0.5171, -4.0728], [-3.8178, 0.3821, 1.0650], [3.2039, -4.6661, 3.4936], [1.5277, 2.7471, 3.0638], [-4.9410, -4.1461, 0.8586], [-3.7836, -2.0903, -0.1295], [-1.4057, -0.9067, 0.9881], [-0.0137, 1.1085, -3.1932], [-0.5840, 2.6036, -0.9322], [6.0096, 5.8639, -0.0552], [5.5487, 3.8693, -1.3301], [3.1129, 2.4320, 1.3167], [1.9314, -2.3511, -2.7339], [-2.3930, -4.9407, 2.3380], [2.0144, 0.6672, 2.4504], [0.6442, -1.6384, -3.7256], [-1.4903, -2.8222, -1.8648], [-1.5110, 3.9772, -2.2573], [-4.2845, -4.8714, 1.3392], [-5.3650, -1.2463, -1.0007], [1.4793, -1.4189, -3.0597], [-3.6657, -0.1416, -1.6693], [1.3846, -0.6608, 1.2019], [4.2619, 2.2534, -0.8112], [3.4446, 4.2246, 2.3884], [4.5392, 1.6294, -2.1016], [3.0127, -2.5979, 3.3148], [0.7713, -2.1649, 2.9257], [-3.4466, -0.7983, -2.5090], [-3.0240, -4.1938, 1.8525], [0.9913, -0.6908, -1.8512], [3.8424, -1.2335, 4.6428], [-3.8565, -3.5545, 3.6997], [-5.3542, 0.8398, 0.2995], [-4.7344, -0.0024, 0.6172], [5.5018, 2.0382, -2.7421], [-0.7902, 3.1744, -0.0361], [3.3891, -2.0142, 1.1578], [-2.7224, 0.2639, -1.2983], [4.8784, 3.4660, -0.5898], [4.6036, 4.1603, 0.5713], [3.3888, 1.6253, 0.1489], [0.3862, 0.6184, -1.9361], [-4.8176, -5.3357, 2.1724], [-2.1984, -2.4227, -0.0938], [5.2330, 5.4422, 0.7915], [-3.9631, -2.3245, 2.4267]]
}


{
  "formula": "C7H8N2O",
  "method": "wB97M-V/def2-TZVPD",
  "total_energy_ha": -456.1075,
  "orbital_gap_ev": [5.328, 6.720],
  "e_above_lowest_kcal_mol": 0.0,
  "charge": 0,
  "e_lumo_ev": [0.83, -2.08],
  "homo_energy_ha": [-0.165, -0.324],
  "multiplicity": 3,
  "species": ["H", "H", "C", "H", "H", "C", "N", "C", "N", "O", "H", "C", "C", "H", "C", "H", "C", "H"],
  "positions_angstrom": [[2.9268, 1.9827, 0.5493], [-0.8800, -1.1159, -1.1943], [0.4862, 0.4971, -0.8535], [0.9356, 0.9104, -3.0815], [-1.0231, -1.0179, 3.0438], [-1.3446, -1.2663, 1.9027], [2.4108, 1.4472, -0.1632], [1.3171, 0.7346, 0.2442], [-0.5295, -0.5169, 0.9604], [0.9363, 0.0163, 2.6150], [-1.2330, -2.2962, 1.6529], [2.3178, 1.6361, -1.5048], [1.1978, 0.9721, -1.9942], [-1.5917, 0.3768, -0.5087], [0.6184, 0.0497, 1.4238], [2.9158, 2.1923, -2.1216], [-0.7913, -0.2606, -0.4233], [-2.3853, -0.9763, 1.5740]]
}


Q: What is the charge in the second record?
A: +1


Q: Look up the charge of the first one.
A: -2


Q: What is the charge in the second record?
A: +1